Entry from OMol25: an isolated molecule of H8S2Si3 (the ωB97M-V functional and the def2-TZVPD basis).

```
! RIJCOSX wB97M-V def2-TZVPD def2/J DEFGRID3
* xyz 0 1
Si -0.65 1.01 -2.41
Si 0.21 0.06 3.07
Si -0.83 -1.39 0.06
S 0.16 0.77 -0.48
S -1.18 -1.33 2.10
H 0.29 0.38 -3.52
H -0.71 2.44 -2.61
H -1.77 0.15 -2.67
H 1.15 0.70 2.13
H -0.52 1.15 3.85
H 0.92 -0.79 4.03
H 0.10 -2.49 -0.22
H -1.98 -1.53 -0.91
*
```

Properties
* energy above the lowest of the compared OMol25 structures with the same formula, charge and spin: 8.9 kJ/mol
* HOMO level: -9.3 eV
* E: -45433.7242 eV


Entry from OMol25: a cluster of 4 separate species, H8S4 in total (the ωB97M-V functional and the def2-TZVPD basis).

```
! RIJCOSX wB97M-V def2-TZVPD def2/J DEFGRID3
* xyz 0 1
S 2.73 -2.79 -4.53
H 3.91 -3.28 -4.88
H 2.10 -3.19 -5.63
H 2.11 1.24 3.70
S 3.18 2.02 3.70
H 3.08 2.28 2.38
S -5.15 -3.60 2.69
H -5.48 -2.48 3.30
H -5.05 -3.19 1.43
S -0.43 4.00 -0.22
H -1.47 4.65 -0.78
H 0.47 4.33 -1.16
*
```

Properties
* energy above the lowest of the compared OMol25 structures with the same formula, charge and spin: 13.1 kJ/mol
* HOMO level: -9.7 eV
* E: -43469.9666 eV


| no. | frontier orbital gap (eV) |
| --- | --- |
| 1 | 9.41 |
| 2 | 10.40 |